i:
Below is a structure of composition C3H3N2OS2, with properties calculated with ωB97M-V/def2-TZVPD.

Summary:
Frontier orbital gap: 7.752 eV
Total charge: -1
Molar mass: 147.20 g mol⁻¹

Each line ends with the natural charge from an NBO analysis.
Cartesian coordinates (Å):
H  0.19232  0.68962  0.68180  0.17
S  -1.70924  -2.77390  -0.19262  -0.23
C  -2.32077  -1.25141  -0.13310  0.29
N  -3.34206  -0.66198  0.32173  -0.64
H  0.78848  0.05289  -0.82657  0.17
O  -4.58738  1.17456  0.58984  -0.60
H  0.06977  -0.96356  0.38202  0.21
N  -1.18266  0.14334  -0.88116  -0.69
C  -0.02407  -0.00757  -0.05705  -0.44
S  -2.13220  1.52773  -0.61641  0.19
C  -3.59774  0.61928  0.23780  0.58

***

ii:
Below is the ion C3H3N2OS2 with charge -1, with properties calculated with ωB97M-V/def2-TZVPD.

Summary:
Frontier orbital gap: 7.357 eV
Total charge: -1
Molar mass: 147.20 g mol⁻¹

Each line ends with the natural charge from an NBO analysis.
Cartesian coordinates (Å):
S  1.47139  -1.44698  -1.01931  -0.35
C  1.31459  -0.12176  0.09106  -0.01
H  2.27261  0.57152  1.76119  0.36
C  0.09111  0.45129  -0.10249  0.20
H  -1.33530  -0.99137  0.34839  0.40
N  -1.11718  -0.00846  -0.07276  -0.57
H  2.98725  -0.57679  0.83046  0.39
S  -3.67758  -0.02462  -0.12322  -0.43
O  -2.14052  1.32036  -1.75196  -0.62
C  -2.30954  0.56563  -0.80991  0.42
N  2.44316  0.26119  0.84855  -0.79

***

Result of the stability comparison: ii is the least stable of them.

***

i:
Below is a cluster of 4 separate species, C2H10O3 in total, with properties calculated with ωB97M-V/def2-TZVPD.

Summary:
Frontier orbital gap: 10.638 eV
Total charge: 0
SMILES string: C=C.O.O.O
Molar mass: 82.10 g mol⁻¹

Each line ends with the natural charge from an NBO analysis.
Cartesian coordinates (Å):
H  -0.26219  -2.55242  -3.65611  0.20
H  -0.57856  4.47012  2.20310  0.48
H  1.05837  -1.57340  -5.46743  0.19
O  -0.89963  5.04468  2.89459  -0.95
C  0.55662  -2.50702  -5.69154  -0.40
O  1.38557  2.58650  2.13981  -0.92
H  1.72898  3.31518  2.77752  0.47
H  1.72625  2.98555  1.38138  0.46
H  -1.79650  5.28737  2.66960  0.47
H  0.57168  -2.82514  -6.75754  0.21
H  -0.41902  -4.12371  -4.63765  0.19
C  -0.04877  -3.09483  -4.62800  -0.39
H  -1.42782  -2.88220  5.86679  0.46
H  -0.95835  -1.62051  5.32946  0.46
O  -0.63661  -2.51016  5.57603  -0.92

***

ii:
Below is a cluster of 4 separate species, C2H10O3 in total, with properties calculated with ωB97M-V/def2-TZVPD.

Summary:
Frontier orbital gap: 10.600 eV
Total charge: 0
SMILES string: C=C.O.O.O
Molar mass: 82.10 g mol⁻¹

Each line ends with the natural charge from an NBO analysis.
Cartesian coordinates (Å):
H  -0.28644  2.78804  -0.10784  0.47
H  -1.74557  -2.68414  0.84322  0.48
H  -1.45068  -2.30376  2.28345  0.47
O  0.55099  2.24074  -0.19076  -0.94
H  -1.30851  0.45051  1.86699  0.48
O  -1.59121  -2.00264  1.45954  -0.95
H  0.61002  -1.02834  -2.55691  0.20
H  2.29651  1.24002  -2.05067  0.20
C  2.16759  0.21584  -1.46796  -0.39
H  0.20402  1.43939  0.25831  0.47
H  1.24114  -1.64992  -1.10850  0.18
H  2.82375  0.62065  -0.78461  0.22
C  1.41212  -0.78967  -1.71468  -0.41
O  -2.12143  0.95014  1.83474  -0.95
H  -2.80231  0.51316  1.43568  0.47

***

iii:
Below is a cluster of 3 separate species, C2H10O3 in total, with properties calculated with ωB97M-V/def2-TZVPD.

Summary:
Frontier orbital gap: 10.701 eV
Total charge: 0
SMILES string: CCO.O.O
Molar mass: 82.10 g mol⁻¹

Each line ends with the natural charge from an NBO analysis.
Cartesian coordinates (Å):
H  -0.85750  -1.74236  2.52206  0.47
C  -0.50267  0.50670  -0.79383  -0.06
H  0.07958  1.42282  -0.65423  0.18
H  -1.25152  0.67859  -1.58714  0.15
O  -1.16887  0.27463  0.43624  -0.73
H  1.32667  -0.63061  -0.64649  0.21
H  -1.54276  -0.61497  0.38670  0.47
H  3.79344  1.63386  -1.52781  0.47
H  0.51465  -0.69923  -2.28095  0.22
O  -1.82401  -1.74101  2.57583  -0.94
H  -0.04313  -1.61498  -0.86952  0.19
O  2.85935  1.69254  -1.28330  -0.93
H  -2.00509  -1.05742  3.23085  0.47
H  2.89588  1.56262  -0.32751  0.47
C  0.39120  -0.65331  -1.19780  -0.63

***

Result of the stability comparison: ii is the least stable of them.

***

i:
Below is a cluster of 2 separate species, C4H15N2O in total, with properties calculated with ωB97M-V/def2-TZVPD.

Summary:
Frontier orbital gap: 9.797 eV
Total charge: +1
Molar mass: 107.18 g mol⁻¹

Each line ends with the natural charge from an NBO analysis.
Cartesian coordinates (Å):
N  -1.40016  0.26621  0.47055  -0.67
H  0.45672  -2.51924  1.29465  0.45
H  0.05668  1.50789  1.45567  0.23
H  2.69319  3.02118  -1.10034  0.48
H  -0.18519  0.68908  -1.23223  0.20
H  -1.72760  1.26539  -1.33026  0.23
H  -1.69500  -0.81098  -2.77511  0.24
C  -0.26342  0.46754  1.37429  -0.26
H  1.28712  -2.14401  -0.00835  0.44
O  2.53326  2.50171  -0.30347  -0.95
C  -1.21424  0.35237  -0.98688  -0.27
H  3.41314  2.52768  0.09209  0.48
N  0.53632  -1.80024  0.57712  -0.75
H  -2.24967  0.68844  0.79807  0.41
H  -2.71314  -1.06746  -1.41880  0.24
H  -0.98904  -1.77704  -1.55606  0.19
H  -0.70537  0.11128  2.29635  0.21
H  -0.27490  -1.33164  0.12619  0.49
C  0.96337  -0.40328  1.20508  -0.22
H  1.37777  -0.56960  2.19104  0.24
H  1.75040  -0.05146  0.51403  0.24
C  -1.65024  -0.92384  -1.68365  -0.64

***

ii:
Below is a cluster of 2 separate species, C4H15N2O in total, with properties calculated with ωB97M-V/def2-TZVPD.

Summary:
Frontier orbital gap: 10.752 eV
Total charge: +1
Molar mass: 107.18 g mol⁻¹

Each line ends with the natural charge from an NBO analysis.
Cartesian coordinates (Å):
H  -2.02271  -0.84048  0.11014  0.22
H  1.98869  1.82943  0.26125  0.23
H  0.69582  -0.29262  1.08988  0.45
H  1.12118  1.78440  -1.17606  0.23
H  -0.53126  1.67704  1.27599  0.24
H  -2.53854  -0.06423  2.69323  0.38
O  -0.35714  -1.77533  -1.67731  -0.97
H  2.28824  -0.62929  -1.58052  0.23
C  -1.88680  0.06886  0.68065  -0.28
H  0.28723  -0.49147  -0.41699  0.46
H  -0.92006  1.66908  -0.42414  0.22
C  -0.73066  1.02284  0.42951  -0.22
H  -1.86670  -1.36247  2.09870  0.36
H  3.42175  -0.04979  -0.25272  0.23
N  0.56558  0.26409  0.23160  -0.54
C  1.58055  1.11667  -0.45211  -0.22
C  2.68971  0.21311  -1.00878  -0.64
H  -0.98973  -2.12263  -2.31869  0.51
H  -2.83670  0.60662  0.58629  0.22
H  3.29841  0.81935  -1.69654  0.25
H  -0.20194  -2.56779  -1.12812  0.48
N  -1.76331  -0.35007  2.10729  -0.86

***

Result of the stability comparison: i is the least stable of them.

***

i:
Below is a cluster of 2 separate species, C4H15N2O in total, with properties calculated with ωB97M-V/def2-TZVPD.

Summary:
Frontier orbital gap: 11.065 eV
Total charge: +1
Molar mass: 107.18 g mol⁻¹

Each line ends with the natural charge from an NBO analysis.
Cartesian coordinates (Å):
H  2.02869  0.75374  2.03406  0.22
H  1.22358  0.64564  -2.62665  0.22
C  0.47428  0.70659  -1.71475  -0.23
C  1.06526  -0.07699  -0.41422  -0.07
N  0.07561  2.04933  -1.33622  -0.90
H  -0.58196  0.32942  0.99789  0.43
H  -3.94989  -2.19357  1.69926  0.50
C  1.03496  0.34216  2.08777  -0.43
H  0.12637  1.67818  0.65381  0.48
H  -3.72099  -1.32601  0.37656  0.47
N  0.36934  0.67707  0.76959  -0.54
H  -0.42828  -1.63993  -1.18770  0.22
H  1.28527  -2.10873  -1.25246  0.27
H  0.67418  1.00972  2.87074  0.25
H  -1.01227  2.05846  -1.52731  0.40
O  -3.44476  -1.51718  1.21417  -0.97
C  0.63217  -1.48823  -0.62607  -0.64
H  1.16196  -0.71848  2.02904  0.24
H  -0.34805  0.11447  -2.08008  0.20
H  0.49572  -1.94189  0.31310  0.22
H  2.14744  -0.04497  -0.42985  0.24
H  0.69137  2.69120  -1.85070  0.41

***

ii:
Below is a cluster of 2 separate species, C4H15N2O in total, with properties calculated with ωB97M-V/def2-TZVPD.

Summary:
Frontier orbital gap: 10.674 eV
Total charge: +1
Molar mass: 107.18 g mol⁻¹

Each line ends with the natural charge from an NBO analysis.
Cartesian coordinates (Å):
H  -0.07503  0.93882  -0.64365  0.45
H  0.67083  1.88902  3.17490  0.50
H  -2.67726  0.36073  0.34389  0.23
O  0.58580  2.20244  2.26381  -0.96
H  -1.19102  -1.06661  0.35405  0.21
H  1.80224  -0.90597  0.64801  0.21
H  1.83846  0.04915  -1.92023  0.38
H  0.54597  -0.45045  -2.86504  0.39
N  -0.65159  0.82886  0.19337  -0.56
C  0.89727  -1.64766  -1.18664  -0.22
H  -2.18448  2.02091  -0.52263  0.24
C  0.88589  -1.38516  0.32867  -0.41
H  -0.10797  -2.08093  -1.37242  0.19
C  -2.09488  0.96108  -0.33535  -0.40
N  0.93609  -0.40056  -1.93606  -0.89
H  0.67831  -2.35157  0.78996  0.25
C  -0.34647  -0.55693  0.79304  -0.22
H  1.60156  -2.43182  -1.50432  0.21
H  -2.05130  0.51828  -1.30970  0.22
H  -0.17272  -0.37888  1.85252  0.24
H  1.50127  2.31607  1.98026  0.49
H  -0.39095  1.57121  0.87355  0.46

***

Result of the stability comparison: i is the least stable of them.

***

i:
Below is a cluster of 2 separate species, C4H15N2O in total, with properties calculated with ωB97M-V/def2-TZVPD.

Summary:
Frontier orbital gap: 11.752 eV
Total charge: +1
Molar mass: 107.18 g mol⁻¹

Each line ends with the natural charge from an NBO analysis.
Cartesian coordinates (Å):
N  -0.10135  0.64448  -1.05353  -0.54
H  1.62602  0.85404  2.94398  0.48
C  -1.11472  0.98531  0.02179  -0.22
H  -0.77109  0.41050  0.88085  0.23
H  0.84245  0.75656  -0.59904  0.47
H  2.75497  -0.91723  -0.43839  0.39
H  0.16748  -1.57978  0.51945  0.21
H  -1.02466  -1.21493  -1.58413  0.24
C  -0.04205  -0.76704  -1.47746  -0.24
H  0.31488  0.33724  3.40964  0.49
H  -2.78742  1.16883  -1.33796  0.23
H  -0.25946  1.28241  -1.82101  0.43
C  0.77391  -1.46628  -0.37797  -0.25
H  2.05056  -0.56046  0.92970  0.40
H  0.53728  -0.78713  -2.39833  0.23
N  1.88014  -0.55524  -0.05973  -0.87
H  -3.15798  1.36578  0.26335  0.25
H  -2.87006  -0.30028  -0.15673  0.24
O  0.91065  0.28007  2.65440  -0.97
C  -2.55078  0.71231  -0.37379  -0.66
H  1.15614  -2.43129  -0.70209  0.23
H  -0.96784  2.04249  0.23607  0.22

***

ii:
Below is a cluster of 2 separate species, C4H15N2O in total, with properties calculated with ωB97M-V/def2-TZVPD.

Summary:
Frontier orbital gap: 9.239 eV
Total charge: +1
Molar mass: 107.18 g mol⁻¹

Each line ends with the natural charge from an NBO analysis.
Cartesian coordinates (Å):
H  -1.48774  -0.43029  -2.11479  0.24
H  -1.18541  -1.98562  -1.44622  0.20
C  -1.36878  -0.91376  -1.17739  -0.64
H  -2.30039  -0.96797  -0.61271  0.27
O  3.28491  -0.74278  0.95799  -0.99
H  0.71501  1.31826  0.39414  0.19
C  -1.87463  1.21425  1.40404  -0.43
N  -1.35474  1.65124  0.13735  -0.62
H  3.35429  -0.78113  1.95927  0.50
H  1.93237  -0.90564  -0.42854  0.48
H  -1.82311  2.08493  2.15982  0.21
H  -1.38663  0.32267  1.78731  0.18
C  -0.17299  -0.44164  -0.40596  -0.04
N  1.08132  -1.05906  -0.98076  -0.68
H  0.28243  1.29636  -1.35748  0.20
H  0.97698  -2.07859  -0.92628  0.43
H  -1.03509  2.60586  0.16387  0.37
H  -0.13973  -0.83025  0.64115  0.21
C  -0.04523  1.07113  -0.31649  -0.23
H  4.25257  -0.57412  0.78650  0.50
H  1.23811  -0.89347  -1.96052  0.43
H  -2.94351  1.03963  1.33570  0.21

***

Result of the stability comparison: ii is the least stable of them.

***

i:
Below is a cluster of 2 separate species, C4H15N2O in total, with properties calculated with ωB97M-V/def2-TZVPD.

Summary:
Frontier orbital gap: 11.059 eV
Total charge: +1
Molar mass: 107.18 g mol⁻¹

Each line ends with the natural charge from an NBO analysis.
Cartesian coordinates (Å):
H  0.31399  -0.40709  -1.10314  0.21
H  -1.69853  -0.34506  0.29959  0.47
N  -1.37573  0.45431  -0.30361  -0.70
C  -0.00041  2.42533  -1.74215  -0.63
H  0.32381  -4.92691  1.14173  0.50
O  0.33417  -3.98833  0.92085  -0.96
H  0.64402  3.06112  -2.33968  0.25
C  0.12447  0.31663  -0.31674  -0.04
N  -0.47814  -1.14725  1.61020  -0.88
H  1.49064  -0.71529  1.02489  0.22
H  0.90756  2.24104  0.22245  0.22
H  -0.47323  1.76733  -2.45896  0.20
H  0.69605  0.63583  1.73042  0.21
H  -0.53263  -1.03730  2.61683  0.39
H  1.09709  -3.88230  0.34262  0.48
C  0.51608  -0.22143  1.07134  -0.25
H  -0.17020  -2.10744  1.41060  0.42
H  -1.66471  1.31035  0.15619  0.43
H  1.75032  1.43556  -1.07483  0.24
C  0.75183  1.65627  -0.67422  -0.43
H  -1.80588  0.38356  -1.21878  0.44
H  -0.75058  3.09106  -1.31560  0.21

***

ii:
Below is a cluster of 2 separate species, C4H15N2O in total, with properties calculated with ωB97M-V/def2-TZVPD.

Summary:
Frontier orbital gap: 8.943 eV
Total charge: +1
Molar mass: 107.18 g mol⁻¹

Each line ends with the natural charge from an NBO analysis.
Cartesian coordinates (Å):
O  0.64824  -2.53343  -1.74301  -0.92
H  0.03280  -0.06388  2.17805  0.24
C  -1.18045  -0.07588  0.11001  -0.46
C  -0.32633  0.86631  -0.78260  -0.41
H  0.18799  -2.84160  -2.52773  0.51
C  0.57339  1.99099  -0.27498  -0.25
H  0.42361  0.14913  -1.43765  0.16
H  -1.78747  -0.75309  -0.45691  0.24
N  -0.19987  2.52769  0.92344  -0.88
C  -0.45070  -0.65241  1.32765  -0.22
H  0.44831  2.75452  -1.06224  0.23
H  0.17813  2.37051  1.79929  0.37
H  -1.19297  -1.34745  1.83439  0.24
H  -1.08187  1.17147  -1.54816  0.24
H  1.25102  -1.79785  1.32927  0.41
H  1.11232  -3.27340  -1.58956  0.48
N  0.72514  -1.39401  0.63318  -0.73
H  0.52107  -2.10595  -0.22247  0.48
H  -1.95446  0.62776  0.55252  0.25
H  1.57223  1.65884  -0.17190  0.19
H  1.31058  -0.54220  0.27890  0.44
H  -0.81071  3.26393  0.85052  0.39

***

Result of the stability comparison: ii is the least stable of them.